Molecular formula: C39H81Cl38N5O6P
Method: DFT, ωB97M-V with the def2-TZVPD basis set

Computed properties:
Total energy, Eh: -20088.2028
Net charge: +1

Last columns: bonded neighbours and bond lengths (Å).
Positions of all 170 atoms, in Å:
1 C 0.293 8.154 -2.930  O2 1.399, H33 1.065, H34 1.075, H35 1.077
2 O 0.994 6.995 -3.282  C1 1.399, C3 1.400
3 C 0.560 6.527 -4.528  O2 1.400, C4 1.497, H36 1.077, H37 1.077
4 C 1.438 5.430 -5.045  C3 1.497, C5 1.540, H38 1.067, H39 1.066
5 C 0.871 4.000 -4.973  C4 1.540, C6 1.525, H40 1.060, H41 1.070
6 C 1.498 2.985 -4.022  C5 1.525, C7 1.519, H42 1.065, H43 1.067
7 C 1.759 3.554 -2.638  C6 1.519, C8 1.446, H44 1.070, H45 1.063
8 C 1.692 2.499 -1.650  C7 1.446, N9 1.253, N28 1.312
9 N 1.282 1.348 -1.926  C8 1.253, C10 1.310
10 C 1.359 0.599 -0.854  N9 1.310, N11 1.316, N22 1.326
11 N 1.029 -0.675 -0.870  C10 1.316, C12 1.483, C18 1.472
12 C 0.574 -1.221 -2.171  N11 1.483, C13 1.516, H46 1.058, H47 1.064
13 C 1.659 -1.676 -3.128  C12 1.516, C14 1.486, H48 1.067, H49 1.069
14 C 2.012 -3.106 -2.934  C13 1.486, C15 1.486, H50 1.070, H51 1.069
15 C 2.877 -3.635 -4.020  C14 1.486, O16 1.398, H52 1.069, H53 1.084
16 O 2.133 -4.012 -5.142  C15 1.398, C17 1.391
17 C 2.900 -4.707 -6.071  O16 1.391, H54 1.076, H55 1.074, H56 1.062
18 C 1.033 -1.598 0.277  N11 1.472, C19 1.556, H57 1.057, H58 1.068
19 C -0.347 -1.475 0.985  C18 1.556, C20 1.512, O21 1.412, H59 1.077
20 C -0.525 -2.508 2.075  C19 1.512, H60 1.062, H61 1.067, H62 1.089
21 O -1.299 -1.728 -0.027  C19 1.412, H63 0.962
22 N 1.829 1.313 0.159  C10 1.326, C23 1.456, N28 1.389
23 C 2.215 1.121 1.551  N22 1.456, C24 1.552, H64 1.061, H65 1.060
24 C 3.767 1.138 1.588  C23 1.552, C25 1.536, H66 1.058, H67 1.068
25 C 4.474 -0.211 1.784  C24 1.536, C26 1.505, H68 1.066, H69 1.071
26 C 5.536 -0.044 2.837  C25 1.505, N27 1.437, H70 1.069, H71 1.070
27 N 4.984 0.160 4.148  C26 1.437, H72 1.001, H73 1.003
28 N 2.036 2.573 -0.386  C8 1.312, N22 1.389, P29 1.706
29 P 2.593 4.049 0.263  N28 1.706, O30 1.406, O31 1.544, O32 1.544
30 O 3.765 4.488 -0.378  P29 1.406
31 O 2.812 3.922 1.786  P29 1.544, H74 0.978
32 O 1.403 5.017 0.084  P29 1.544, H75 0.965
33 H 0.683 8.506 -2.004  C1 1.065
34 H -0.744 7.944 -2.736  C1 1.075
35 H 0.365 8.918 -3.685  C1 1.077
36 H 0.631 7.358 -5.209  C3 1.077
37 H -0.475 6.230 -4.542  C3 1.077
38 H 2.424 5.535 -4.650  C4 1.067
39 H 1.521 5.631 -6.088  C4 1.066
40 H 0.984 3.604 -5.949  C5 1.060
41 H -0.170 4.056 -4.732  C5 1.070
42 H 0.899 2.111 -3.911  C6 1.065
43 H 2.453 2.735 -4.425  C6 1.067
44 H 0.985 4.257 -2.415  C7 1.070
45 H 2.675 4.092 -2.628  C7 1.063
46 H 0.017 -2.084 -1.919  C12 1.058
47 H -0.109 -0.562 -2.650  C12 1.064
48 H 2.532 -1.070 -3.032  C13 1.067
49 H 1.222 -1.628 -4.103  C13 1.069
50 H 2.511 -3.279 -2.004  C14 1.070
51 H 1.134 -3.716 -2.911  C14 1.069
52 H 3.362 -4.512 -3.648  C15 1.069
53 H 3.675 -2.950 -4.283  C15 1.084
54 H 3.637 -5.333 -5.600  C17 1.076
55 H 3.422 -4.019 -6.710  C17 1.074
56 H 2.275 -5.341 -6.650  C17 1.062
57 H 1.074 -2.600 -0.058  C18 1.057
58 H 1.896 -1.433 0.884  C18 1.068
59 H -0.477 -0.475 1.361  C19 1.077
60 H -1.511 -2.895 2.014  C20 1.062
61 H 0.132 -3.337 1.935  C20 1.067
62 H -0.477 -2.120 3.091  C20 1.089
63 H -1.592 -0.882 -0.380  O21 0.962
64 H 1.785 1.903 2.125  C23 1.061
65 H 1.873 0.220 1.993  C23 1.060
66 H 4.125 1.873 2.260  C24 1.058
67 H 4.053 1.488 0.620  C24 1.068
68 H 4.972 -0.535 0.898  C25 1.066
69 H 3.799 -0.977 2.107  C25 1.071
70 H 6.219 -0.866 2.822  C26 1.069
71 H 6.044 0.863 2.582  C26 1.070
72 H 4.822 1.139 4.278  N27 1.001
73 H 4.100 -0.305 4.243  N27 1.003
74 H 2.120 4.380 2.302  O31 0.978
75 H 0.556 4.569 0.203  O32 0.965
76 C -3.258 0.046 -2.256  Cl77 1.780, Cl78 1.761, H79 1.082, H80 1.081
77 Cl -2.575 1.241 -1.129  C76 1.780
78 Cl -2.262 -0.109 -3.700  C76 1.761
79 H -3.301 -0.914 -1.758  C76 1.082
80 H -4.251 0.370 -2.537  C76 1.081
81 C 0.266 1.069 -8.148  Cl82 1.771, Cl83 1.765, H84 1.082, H85 1.082
82 Cl -0.865 0.734 -6.827  C81 1.771
83 Cl 0.061 2.692 -8.811  C81 1.765
84 H 1.276 0.963 -7.776  C81 1.082
85 H 0.080 0.356 -8.940  C81 1.082
86 C 3.725 -4.634 0.685  Cl87 1.759, Cl88 1.759, H89 1.082, H90 1.084
87 Cl 4.201 -3.388 1.830  C86 1.759
88 Cl 4.813 -4.617 -0.699  C86 1.759
89 H 3.791 -5.600 1.170  C86 1.082
90 H 2.710 -4.457 0.349  C86 1.084
91 C -2.761 -5.060 4.388  Cl92 1.776, Cl93 1.763, H94 1.082, H95 1.082
92 Cl -1.142 -4.669 5.004  C91 1.776
93 Cl -3.708 -3.655 3.899  C91 1.763
94 H -2.650 -5.710 3.530  C91 1.082
95 H -3.303 -5.565 5.177  C91 1.082
96 C 3.249 10.519 -0.859  Cl97 1.781, Cl98 1.744, H99 1.082, H100 1.077
97 Cl 2.670 10.176 0.790  C96 1.781
98 Cl 2.276 11.765 -1.595  C96 1.744
99 H 4.284 10.832 -0.816  C96 1.082
100 H 3.150 9.623 -1.450  C96 1.077
101 C 6.089 -1.224 -6.340  Cl102 1.770, Cl103 1.767, H104 1.082, H105 1.082
102 Cl 4.560 -0.558 -5.746  C101 1.770
103 Cl 6.733 -2.455 -5.249  C101 1.767
104 H 5.915 -1.674 -7.309  C101 1.082
105 H 6.807 -0.419 -6.422  C101 1.082
106 C -7.723 -3.993 3.980  Cl107 1.765, Cl108 1.769, H109 1.082, H110 1.084
107 Cl -6.663 -4.731 5.182  C106 1.765
108 Cl -8.914 -5.153 3.377  C106 1.769
109 H -8.245 -3.162 4.437  C106 1.082
110 H -7.118 -3.645 3.150  C106 1.084
111 C 7.602 -0.581 5.402  Cl112 1.766, Cl113 1.770, H114 1.082, H115 1.083
112 Cl 8.465 -0.410 6.933  C111 1.766
113 Cl 7.509 -2.270 4.880  C111 1.770
114 H 6.594 -0.206 5.522  C111 1.082
115 H 8.128 -0.016 4.643  C111 1.083
116 C -10.499 -5.184 -0.105  Cl117 1.766, Cl118 1.769, H119 1.082, H120 1.083
117 Cl -10.325 -5.736 -1.774  C116 1.766
118 Cl -9.806 -3.574 0.130  C116 1.769
119 H -11.551 -5.147 0.143  C116 1.082
120 H -9.984 -5.880 0.546  C116 1.083
121 C 8.164 -6.013 0.311  Cl122 1.767, Cl123 1.769, H124 1.082, H125 1.081
122 Cl 8.216 -7.762 0.556  C121 1.767
123 Cl 8.061 -5.142 1.847  C121 1.769
124 H 9.062 -5.707 -0.209  C121 1.082
125 H 7.290 -5.774 -0.281  C121 1.081
126 C -8.223 -5.027 8.439  Cl127 1.765, Cl128 1.771, H129 1.082, H130 1.080
127 Cl -9.613 -5.878 9.115  C126 1.765
128 Cl -8.167 -3.338 8.970  C126 1.771
129 H -7.318 -5.522 8.766  C126 1.082
130 H -8.291 -5.045 7.361  C126 1.080
131 C -1.613 10.123 -0.312  Cl132 1.770, Cl133 1.776, H134 1.083, H135 1.085
132 Cl -2.484 8.975 -1.340  C131 1.770
133 Cl -0.980 11.482 -1.265  C131 1.776
134 H -2.303 10.531 0.416  C131 1.083
135 H -0.804 9.601 0.187  C131 1.085
136 C -6.617 -5.389 0.283  Cl137 1.764, Cl138 1.768, H139 1.083, H140 1.083
137 Cl -5.756 -4.085 -0.535  C136 1.764
138 Cl -5.542 -6.333 1.321  C136 1.768
139 H -7.400 -4.956 0.893  C136 1.083
140 H -7.044 -6.046 -0.464  C136 1.083
141 C -6.087 2.997 -1.770  Cl142 1.774, Cl143 1.767, H144 1.081, H145 1.079
142 Cl -6.288 1.254 -1.509  C141 1.774
143 Cl -5.891 3.864 -0.242  C141 1.767
144 H -5.207 3.158 -2.377  C141 1.081
145 H -6.963 3.373 -2.274  C141 1.079
146 C -8.346 2.701 -5.087  Cl147 1.765, Cl148 1.772, H149 1.082, H150 1.082
147 Cl -9.202 4.134 -4.516  C146 1.765
148 Cl -6.592 2.872 -4.900  C146 1.772
149 H -8.671 1.847 -4.506  C146 1.082
150 H -8.568 2.553 -6.135  C146 1.082
151 C -0.230 9.481 3.042  Cl152 1.777, Cl153 1.760, H154 1.082, H155 1.083
152 Cl 0.007 7.936 2.196  C151 1.777
153 Cl -1.924 9.749 3.436  C151 1.760
154 H 0.347 9.465 3.957  C151 1.082
155 H 0.109 10.282 2.395  C151 1.083
156 C -0.616 -1.052 7.051  Cl157 1.797, Cl158 1.759, H159 1.082, H160 1.082
157 Cl -0.331 -1.367 5.305  C156 1.797
158 Cl 0.121 0.410 7.693  C156 1.759
159 H -1.684 -0.957 7.189  C156 1.082
160 H -0.242 -1.901 7.608  C156 1.082
161 C 7.953 -11.020 -1.605  Cl162 1.766, Cl163 1.768, H164 1.082, H165 1.082
162 Cl 8.518 -11.116 -3.275  C161 1.766
163 Cl 6.316 -10.363 -1.497  C161 1.768
164 H 7.953 -12.016 -1.181  C161 1.082
165 H 8.621 -10.373 -1.050  C161 1.082
166 C -8.783 -3.336 12.659  Cl167 1.767, Cl168 1.769, H169 1.082, H170 1.081
167 Cl -10.185 -4.186 13.316  C166 1.767
168 Cl -8.723 -1.650 13.190  C166 1.769
169 H -7.885 -3.837 12.998  C166 1.082
170 H -8.843 -3.353 11.580  C166 1.081

These are the Löwdin partial charges, in e, on atoms 1 to 8:
1. C -0.13
2. O -0.17
3. C -0.25
4. C -0.15
5. C -0.17
6. C -0.16
7. C -0.10
8. C -0.32